19
Properties=species:S:1:pos:R:3 method="wB97M-V/def2-TZVPD" gap_ha=0.256 e_tot_ha=-402.22508 charge=0
C -0.80676 -0.04569 -0.35872
C -1.03782 -1.48733 -0.06027
C 1.19895 1.44759 0.35359
C -1.93642 0.91643 -0.00291
N 0.41689 0.20950 0.51022
C 1.27426 -1.16619 0.05272
O 1.68575 -1.07325 -1.22874
O 1.88438 -1.75250 0.91702
H 2.39684 -1.72467 -1.33886
H 0.15362 -0.05315 1.46817
H -0.46646 0.17363 -1.38453
H -0.61823 -2.04364 0.77316
H -1.59120 -2.03068 -0.82065
H 0.58183 2.30346 0.62810
H 2.08851 1.38022 0.98142
H 1.50107 1.54021 -0.68819
H -2.80886 0.62332 -0.59133
H -1.69924 1.95593 -0.26053
H -2.21711 0.82683 1.05032